# 1
Computed, not measured: a molecular structure, C28H33Cl3N5O5PRhSTe, with ωB97M-V with the def2-TZVPD basis set.

Structure (XYZ):
```
78
Properties=species:S:1:pos:R:3
Rh -0.77 -0.71 -0.34
C 3.31 -4.90 -3.18
C 2.30 -4.42 -2.16
N 2.54 -3.03 -1.83
C 1.61 -2.23 -1.23
S -0.06 -2.64 -1.39
N 2.11 -1.20 -0.58
N 1.17 -0.40 -0.07
C 1.48 0.60 0.70
C 2.88 0.87 1.13
C 0.36 1.47 1.08
C 0.51 2.61 1.86
C -0.59 3.43 2.08
C -1.81 3.11 1.50
C -1.89 1.95 0.74
N -0.85 1.16 0.56
H 3.12 -5.94 -3.45
H 4.33 -4.84 -2.79
H 3.26 -4.29 -4.08
H 2.33 -5.04 -1.26
H 1.29 -4.50 -2.56
H 3.47 -2.80 -1.51
H 3.56 0.32 0.49
H 3.02 0.53 2.16
H 3.12 1.93 1.08
H 1.47 2.85 2.30
H -0.49 4.31 2.69
H -2.68 3.73 1.63
H -2.81 1.60 0.27
Cl -3.10 -0.93 -0.54
Cl -4.59 0.54 2.41
C -4.55 0.54 4.14
C -5.41 1.36 4.85
C -5.40 1.34 6.23
C -4.50 0.53 6.90
C -3.62 -0.26 6.18
Cl -2.41 -1.14 7.07
C -3.64 -0.32 4.77
N -2.77 -1.11 4.05
C -2.61 -2.50 4.28
C -3.68 -3.28 4.71
C -3.51 -4.63 4.94
C -2.27 -5.22 4.72
C -1.21 -4.44 4.30
C -1.36 -3.07 4.08
C -0.18 -2.22 3.70
C 0.02 -2.10 2.19
O 0.94 -2.70 1.66
O -0.87 -1.35 1.61
H -6.10 1.99 4.30
H -6.09 1.96 6.79
H -4.44 0.51 7.98
H -2.56 -0.82 3.10
H -4.65 -2.82 4.86
H -4.35 -5.23 5.26
H -2.13 -6.28 4.89
H -0.23 -4.88 4.14
H 0.74 -2.65 4.09
H -0.32 -1.22 4.13
C 1.46 -2.07 -5.23
C 0.86 -0.70 -5.47
O 0.56 -0.08 -4.22
P -0.92 0.11 -3.59
O -0.59 0.27 -2.13
Te -2.46 -1.41 -4.55
O -1.33 1.63 -3.95
C -1.90 2.06 -5.19
C -3.18 2.81 -4.90
H 1.84 -2.49 -6.16
H 0.69 -2.74 -4.83
H 2.27 -2.01 -4.51
H -0.03 -0.77 -6.09
H 1.58 -0.04 -5.97
H -2.10 1.20 -5.83
H -1.16 2.70 -5.68
H -3.89 2.14 -4.42
H -3.62 3.18 -5.83
H -2.99 3.65 -4.24
```

The max |F| comes out at 0.7 eV/Å. The total charge is -1. The HOMO-LUMO gap is 6.3 eV. The calculation puts the molar mass at 919.51 g/mol. The calculation puts the relative energy (zero: lowest compared OMol25 entry of this formula, charge and spin) at 0.6 kcal per mole.

Charges per atom according to Löwdin partitioning, unit e: Rh 0.73; C -0.09; C -0.29; N -0.02; C -0.73; S 0.70; N 0.03; N -0.12; C -0.25; C -0.02; C -0.19; C -0.01; C -0.06; C -0.05; C -0.13; N 0.00; H 0.07; H 0.07; H 0.06; H 0.12; H 0.07; H 0.13; H 0.07; H 0.09; H 0.07; H 0.10; H 0.11; H 0.10; H 0.05; Cl -0.10; Cl 0.74; C -0.58; C -0.12; C -0.10; C -0.13; C -0.58; Cl 0.72; C -0.31; N 0.07; C -0.24; C -0.03; C -0.09; C -0.10; C -0.03; C -0.16; C -0.06; C -0.61; O 0.02; O -0.20; H 0.10; H 0.10; H 0.10; H 0.10; H 0.12; H 0.10; H 0.09; H 0.12; H 0.12; H 0.12; C -0.10; C -0.34; O -0.29; P 0.11; O -0.49; Te 0.35; O -0.30; C -0.35; C -0.09; H 0.07; H 0.05; H 0.06; H 0.05; H 0.11; H 0.04; H 0.11; H 0.07; H 0.07; H 0.07

---

# 2
Computed, not measured: a gas-phase ion, C14H19N2 (charge +1), with ωB97M-V with the def2-TZVPD basis set.

Structure (XYZ):
```
35
Properties=species:S:1:pos:R:3
C -0.46 -0.70 -2.56
C -0.10 0.09 -1.33
C 0.53 1.33 -1.43
C 0.96 2.11 -0.18
C 2.49 2.02 -0.19
C 0.46 3.56 -0.31
N 0.52 1.50 1.11
C 0.69 2.17 2.42
C -0.07 0.34 1.10
N -0.41 -0.40 -0.05
C -0.84 -1.70 0.13
C 0.01 -2.78 -0.13
C -0.44 -4.09 0.07
C -1.76 -4.31 0.52
C -2.63 -3.23 0.71
C -2.16 -1.94 0.54
H 0.22 -1.56 -2.72
H -0.41 -0.09 -3.46
H -1.49 -1.10 -2.54
H 0.78 1.76 -2.37
H 2.88 2.75 0.49
H 2.87 2.15 -1.19
H 2.74 0.98 0.13
H 0.84 4.20 0.48
H -0.65 3.53 -0.26
H 0.78 3.90 -1.30
H 0.94 3.25 2.33
H -0.24 2.11 3.01
H 1.50 1.67 2.94
H -0.30 -0.14 2.06
H 1.02 -2.60 -0.46
H 0.28 -4.91 -0.12
H -2.06 -5.35 0.69
H -3.66 -3.40 1.10
H -2.84 -1.12 0.75
```

The max |F| comes out at 4.3 eV/Å. The total charge is +1. The HOMO-LUMO gap is 8.5 eV. The calculation puts the molar mass at 215.32 g/mol. Its SMILES is CC1=CC(C)(C)[N+](C)=CN1c1ccccc1. The calculation puts the relative energy (zero: lowest compared OMol25 entry of this formula, charge and spin) at 16.7 kcal per mole.

Charges per atom according to Löwdin partitioning, unit e: C -0.02; C -0.21; C 0.05; C -0.49; C -0.01; C -0.01; N -0.03; C 0.02; C 0.06; N 0.03; C -0.28; C -0.02; C -0.05; C -0.06; C -0.07; C -0.01; H 0.10; H 0.09; H 0.10; H 0.12; H 0.09; H 0.09; H 0.11; H 0.07; H 0.11; H 0.10; H 0.11; H 0.11; H 0.10; H 0.18; H 0.12; H 0.12; H 0.12; H 0.13; H 0.12

---

# 3
Computed, not measured: a molecular structure, C43H54Cl11MoN6O2SSbSi3, with ωB97M-V with the def2-TZVPD basis set.

Structure (XYZ):
```
122
Properties=species:S:1:pos:R:3
Mo 0.38 -0.01 0.33
Cl -6.93 -0.04 -0.16
C -5.25 -0.40 -0.08
C -4.33 0.63 0.10
C -3.00 0.30 0.19
Cl -1.77 1.45 0.43
C -2.50 -1.02 0.13
O -1.22 -1.19 0.30
C -3.47 -2.03 -0.06
Cl -2.99 -3.69 -0.12
C -4.81 -1.72 -0.17
H -4.66 1.66 0.16
H -5.53 -2.51 -0.31
Cl 2.99 0.04 0.07
C 2.65 1.72 0.15
C 1.28 1.99 0.22
C 1.02 3.37 0.17
Cl -0.56 4.03 0.16
C 2.04 4.34 0.09
Cl 1.63 6.01 0.02
C 3.38 3.97 0.07
Cl 4.62 5.15 0.00
C 3.70 2.61 0.10
Cl 5.32 2.06 0.06
C 2.22 -2.78 1.18
N 1.36 -2.43 0.02
C 0.28 -3.46 0.01
N 0.79 -4.81 -0.04
C 1.65 -5.07 1.10
N 2.76 -4.11 1.12
C 3.52 -4.28 -0.11
N 2.68 -4.03 -1.27
C 2.17 -2.68 -1.21
C 1.57 -4.97 -1.26
H 1.60 -2.69 2.09
H 3.05 -2.08 1.25
H -0.35 -3.31 -0.87
H -0.32 -3.34 0.91
H 2.07 -6.07 1.01
H 1.08 -4.99 2.02
H 3.90 -5.30 -0.15
H 4.36 -3.58 -0.12
H 1.54 -2.49 -2.09
H 3.03 -2.01 -1.23
H 1.95 -5.99 -1.31
H 0.93 -4.79 -2.13
C 0.09 2.17 6.16
Si 0.16 2.28 4.26
C -1.56 2.83 3.64
C 1.59 3.40 3.70
Sb 0.60 -0.09 2.99
Si 2.92 -0.76 4.31
C 3.29 -2.64 4.33
C 2.78 -0.17 6.12
C 4.27 0.23 3.40
Si -1.22 -1.63 4.23
C -1.19 -1.29 6.11
C -2.92 -1.13 3.53
C -0.82 -3.47 3.91
H -0.15 3.16 6.54
H 1.03 1.87 6.61
H -0.67 1.49 6.51
H -1.84 3.76 4.13
H -2.32 2.10 3.88
H -1.58 3.01 2.57
H 1.38 4.43 3.99
H 1.74 3.39 2.63
H 2.53 3.13 4.18
H 2.45 -3.23 4.68
H 4.11 -2.81 5.03
H 3.62 -3.03 3.38
H 1.85 -0.46 6.59
H 2.89 0.91 6.20
H 3.58 -0.62 6.70
H 4.46 -0.13 2.40
H 5.20 0.15 3.95
H 4.02 1.29 3.34
H -1.69 -0.35 6.34
H -0.18 -1.25 6.51
H -1.72 -2.07 6.63
H -3.08 -0.06 3.60
H -3.72 -1.61 4.08
H -3.04 -1.41 2.49
H 0.23 -3.70 4.09
H -1.07 -3.78 2.90
H -1.40 -4.10 4.58
Cl -1.54 7.28 -2.50
C -1.49 5.79 -3.35
C -0.89 5.72 -4.60
C -0.85 4.51 -5.27
C -1.39 3.36 -4.71
C -1.31 2.05 -5.46
C 0.09 1.39 -5.23
N 0.07 0.67 -3.99
C -0.58 -0.52 -3.85
C -0.52 -0.84 -2.53
N 0.17 0.13 -1.86
C 0.49 1.03 -2.78
O -1.53 2.23 -6.84
C -2.70 1.58 -7.33
C -2.55 0.09 -7.29
C -3.04 -0.74 -6.32
Cl -4.04 -0.33 -4.98
S -2.57 -2.40 -6.55
C -1.68 -1.96 -7.96
C -1.77 -0.64 -8.23
C -1.98 3.46 -3.45
Cl -2.66 2.06 -2.68
C -2.06 4.66 -2.78
H -0.45 6.60 -5.04
H -0.42 4.45 -6.25
H -2.05 1.36 -5.06
H 0.88 2.15 -5.24
H 0.27 0.69 -6.05
H -1.03 -1.03 -4.68
H -0.93 -1.70 -2.03
H 1.03 1.95 -2.58
H -2.81 1.92 -8.36
H -3.58 1.90 -6.75
H -1.16 -2.72 -8.51
H -1.30 -0.17 -9.08
H -2.56 4.73 -1.83
```

Its spin multiplicity is 3. The max |F| comes out at 3.0 eV/Å. The total charge is +2. Its expectation value of S² is 2.031. The HOMO-LUMO gap (alpha / beta) is 6.4 / 6.1 eV. The calculation puts the molar mass at 1410.95 g/mol.

Here are the Löwdin charges for atoms 1 to 99, given in e: Mo 1.19; Cl 0.75; C -0.66; C -0.11; C -0.55; Cl 0.79; C -0.48; O -0.37; C -0.57; Cl 0.79; C -0.10; H 0.12; H 0.12; Cl 0.83; C -0.70; C -0.36; C -0.69; Cl 0.72; C -0.71; Cl 0.74; C -0.70; Cl 0.76; C -0.70; Cl 0.76; C -0.27; N -0.13; C -0.23; N -0.07; C -0.14; N -0.08; C -0.14; N -0.08; C -0.19; C -0.14; H 0.06; H 0.07; H 0.08; H 0.08; H 0.14; H 0.13; H 0.14; H 0.14; H 0.12; H 0.08; H 0.14; H 0.14; C -0.18; Si 0.46; C -0.22; C -0.19; Sb 0.86; Si 0.47; C -0.19; C -0.20; C -0.22; Si 0.44; C -0.19; C -0.18; C -0.20; H 0.05; H 0.01; H 0.01; H 0.04; H 0.01; H -0.06; H 0.04; H -0.01; H 0.03; H 0.02; H 0.04; H 0.01; H 0.01; H 0.02; H 0.04; H -0.02; H 0.04; H 0.01; H 0.02; H 0.01; H 0.04; H 0.02; H 0.05; H 0.00; H 0.00; H 0.01; H 0.04; Cl 0.72; C -0.66; C -0.07; C 0.00; C -0.18; C -0.30; C -0.02; N -0.04; C -0.03; C -0.13; N -0.07; C -0.12; O -0.08